Entry 1:
C6H14B4F16Li4O2 as an isolated structure in a non-equilibrium geometry, computed with ωB97M-V/def2-TZVPD.

Geometry as ORCA input:
```
! wB97M-V def2-TZVPD RIJCOSX def2/J DEFGRID3
* xyz 0 1
Li 1.18 3.14 -0.07
Li -2.87 2.92 -0.35
Li -0.01 -0.51 -3.28
Li -1.35 -0.68 1.68
B -0.82 1.22 -0.35
F -0.78 2.44 -0.99
F -0.33 0.25 -1.17
F -0.10 1.30 0.80
F -2.13 0.96 0.06
B -0.51 5.02 0.23
F -0.41 6.34 0.63
F 0.27 4.84 -0.88
F 0.01 4.09 1.17
F -1.79 4.65 -0.04
B -3.43 3.52 2.36
F -2.08 3.52 2.63
F -3.75 4.71 1.87
F -3.75 2.60 1.38
F -4.06 3.24 3.57
B -2.49 -1.28 -3.73
F -3.11 -2.12 -2.83
F -2.18 -0.07 -3.14
F -1.33 -1.94 -4.10
F -3.32 -1.05 -4.80
C 2.57 -2.07 1.99
C 1.99 -3.35 2.53
C 0.47 -3.18 2.22
O 0.29 -1.85 1.65
C 1.46 -1.10 1.89
H 2.89 -2.19 0.95
H 3.48 -1.81 2.53
H 2.23 -3.49 3.58
H 2.24 -4.22 1.92
H -0.12 -3.20 3.14
H 0.05 -3.97 1.60
H 1.21 -0.45 2.73
H 1.70 -0.33 1.15
C 1.45 -2.49 -1.67
C 2.56 -1.48 -2.07
O 1.98 -0.43 -2.80
H 0.58 -2.13 -1.13
H 1.87 -3.36 -1.17
H 1.03 -2.89 -2.59
H 3.29 -2.04 -2.66
H 3.17 -1.11 -1.24
H 2.73 0.01 -3.22
*
```

***

Entry 2:
A 2-piece molecular cluster, C6H14BClF4N4O4P2 overall in a non-equilibrium geometry, computed with ωB97M-V/def2-TZVPD.

Geometry as ORCA input:
```
! wB97M-V def2-TZVPD RIJCOSX def2/J DEFGRID3
* xyz 0 1
C -1.89 -0.90 2.15
C -0.98 -0.71 0.95
C 0.16 0.33 0.97
C -0.15 1.73 1.48
C 0.79 2.75 0.92
N 1.49 3.45 1.70
N 0.50 0.35 -0.51
Cl 2.11 -0.29 -0.79
C -0.45 -0.38 -1.15
N -0.29 -0.92 -2.32
P -1.54 -1.87 -3.07
O -2.61 -1.04 -3.60
O -2.02 -2.89 -1.98
O -0.77 -2.74 -4.12
N -1.61 -0.47 -0.40
P -2.76 0.77 -0.65
O -2.20 1.89 -1.41
H -1.75 -0.13 2.89
H -2.94 -0.95 1.86
H -1.65 -1.85 2.62
H -0.44 -1.64 0.80
H 0.95 -0.09 1.58
H -0.02 1.78 2.56
H -1.18 2.03 1.28
H 0.86 2.86 -0.16
H 2.08 4.08 1.18
H 0.59 -0.74 -2.79
H -2.82 -2.52 -1.61
H 0.19 -2.70 -4.05
H -3.87 0.17 -1.25
H -3.16 1.13 0.64
B 5.09 -0.09 1.27
F 5.70 -0.79 2.31
F 3.78 0.30 1.66
F 5.83 1.04 0.93
F 4.98 -0.94 0.13
*
```

***

Entry 3:
A 2-piece molecular cluster, C6H14BN4O2 overall in a non-equilibrium geometry, computed with ωB97M-V/def2-TZVPD.

Geometry as ORCA input:
```
! wB97M-V def2-TZVPD RIJCOSX def2/J DEFGRID3
* xyz 1 1
B 0.99 -1.50 2.59
C 1.46 0.82 1.34
C 1.81 -1.12 0.11
C 1.87 -0.61 1.42
C 1.03 0.75 -0.86
C -1.98 -1.22 -0.50
C 0.86 2.85 -2.06
N 1.18 1.48 0.30
N 1.31 -0.52 -0.94
N -1.25 -0.54 -1.51
N 0.72 1.44 -1.95
O 0.15 -0.72 3.20
O 1.33 -2.75 2.72
H 1.47 1.38 2.28
H 2.51 -1.98 -0.01
H 2.87 -0.78 1.93
H -2.69 -0.51 -0.03
H -2.62 -1.99 -0.85
H -1.33 -1.68 0.36
H 0.17 3.32 -2.65
H 0.82 3.38 -1.07
H 1.80 3.16 -2.37
H -1.93 -0.55 -2.28
H 0.43 0.91 -2.74
H -0.41 -1.04 -1.77
H -0.35 -1.04 3.89
H 1.09 -3.24 3.50
*
```

***

| no. | orbital gap (eV) | E_HOMO (eV) |
| --- | --- | --- |
| 1 | 9.00 | -10.46 |
| 2 | 8.12 | -10.19 |
| 3 | 8.00 | -12.41 |